1.
Below is C21H23N3O4 in the gas phase, with properties calculated with ωB97M-V/def2-TZVPD.

Highest occupied orbital energy = -8.145 eV
Relative energy (zero: lowest compared OMol25 entry of this formula, charge and spin) = 286.10 kJ/mol
HOMO-LUMO gap = 0.322 Ha
LUMO = 0.61 eV

```
! RIJCOSX wB97M-V def2-TZVPD def2/J DEFGRID3
* xyz 0 1
C 5.56 1.44 1.71
C 6.36 0.35 1.00
O 5.62 -0.85 0.84
C 4.45 -0.86 0.14
C 3.52 -1.79 0.58
C 2.28 -1.95 -0.04
C 2.00 -1.18 -1.16
C 2.92 -0.27 -1.63
C 4.15 -0.08 -1.00
O 5.10 0.80 -1.44
C 4.78 1.64 -2.53
H 4.62 1.06 -3.45
H 5.65 2.28 -2.66
H 3.90 2.26 -2.33
H 2.68 0.31 -2.51
H 1.08 -1.32 -1.71
C 1.33 -2.92 0.52
N 0.08 -2.79 0.72
N -0.55 -1.64 0.40
C -1.83 -1.42 0.80
O -2.53 -2.21 1.39
C -2.32 -0.03 0.37
C -1.37 1.07 0.84
O -0.17 1.09 0.65
N -2.10 1.99 1.47
H -1.68 2.84 1.83
C -3.52 1.80 1.42
H -3.97 2.48 0.68
H -3.98 2.00 2.40
C -3.68 0.33 0.99
C -4.87 0.06 0.10
C -4.87 -1.03 -0.76
C -5.96 -1.30 -1.57
C -7.07 -0.48 -1.53
C -7.10 0.59 -0.65
C -6.01 0.85 0.16
H -6.06 1.68 0.85
H -7.98 1.22 -0.59
H -7.92 -0.69 -2.16
H -5.93 -2.15 -2.24
H -4.02 -1.69 -0.79
H -3.80 -0.30 1.88
H -2.35 -0.01 -0.72
H 0.01 -0.82 0.12
H 1.74 -3.87 0.86
H 3.77 -2.37 1.45
H 7.21 0.05 1.62
H 6.73 0.71 0.04
H 4.72 1.76 1.09
H 6.20 2.30 1.89
H 5.17 1.07 2.65
*
```

***

2.
Below is a molecular structure, C28H37BrMnN14O2PS2 at a distorted geometry, with properties calculated with ωB97M-V/def2-TZVPD.

Highest occupied orbital energy (spin up / spin down) = -4.894 / -5.101 eV
Expectation value of S² = 8.7555
HOMO-LUMO gap (spin up / spin down) = 0.237 / 0.244 Ha
LUMO (spin up / spin down) = 1.54 / 1.54 eV

```
! RIJCOSX wB97M-V def2-TZVPD def2/J DEFGRID3
* xyz -1 6
Mn -2.16 -18.85 -8.43
C -1.99 -23.03 -4.91
N -2.73 -22.29 -5.90
C -3.77 -23.01 -6.66
C -2.26 -21.08 -6.39
N -2.33 -20.74 -7.62
N -1.72 -20.24 -5.45
C -1.01 -19.04 -5.60
N -0.72 -18.49 -4.42
N -0.81 -18.50 -6.76
H -2.16 -24.11 -5.09
H -2.16 -22.81 -3.87
H -0.87 -22.87 -5.04
H -4.38 -23.69 -6.00
H -3.41 -23.55 -7.54
H -4.41 -22.24 -7.12
H -2.59 -21.49 -8.22
H -1.88 -20.61 -4.51
H -0.98 -18.91 -3.54
H -0.50 -17.49 -4.39
H -0.37 -17.56 -6.73
N -3.60 -17.83 -5.27
C -4.40 -18.76 -5.72
N -4.98 -19.65 -4.89
C -5.84 -20.49 -5.48
N -6.49 -21.33 -4.68
N -6.08 -20.53 -6.80
C -5.29 -19.78 -7.55
N -4.49 -18.82 -7.08
C -5.33 -19.95 -9.01
C -6.52 -20.33 -9.62
C -6.55 -20.28 -10.98
C -5.44 -19.90 -11.74
C -4.32 -19.46 -11.02
N -4.27 -19.46 -9.69
H -3.54 -17.60 -4.29
H -3.17 -17.17 -5.93
H -6.36 -21.22 -3.71
H -7.17 -21.97 -5.04
H -7.45 -20.59 -9.11
H -7.36 -20.57 -11.63
H -5.61 -19.94 -12.82
H -3.45 -19.08 -11.60
N -2.68 -16.78 -8.83
C -3.29 -15.88 -9.29
C -4.05 -14.90 -9.94
C -4.28 -13.61 -9.36
N -4.46 -12.60 -8.83
C -4.71 -15.27 -11.11
N -5.25 -15.51 -12.10
C 0.60 -12.60 -4.56
C -0.87 -12.29 -4.36
C -1.50 -11.67 -5.64
O -1.67 -13.40 -3.90
P -1.36 -14.95 -4.12
S 0.03 -15.54 -2.80
S -1.31 -15.23 -6.07
O -2.79 -15.59 -3.54
C -4.13 -14.99 -3.65
C -4.49 -14.41 -4.98
C -4.34 -13.98 -2.55
H 1.20 -11.70 -4.75
H 0.74 -13.34 -5.32
H 1.03 -13.01 -3.67
H -0.92 -11.58 -3.51
H -1.60 -12.46 -6.41
H -0.84 -10.89 -6.00
H -2.48 -11.22 -5.43
H -4.76 -15.90 -3.47
H -3.93 -13.53 -5.19
H -5.52 -14.13 -4.93
H -4.24 -15.07 -5.82
H -3.56 -13.25 -2.70
H -4.16 -14.45 -1.60
H -5.34 -13.59 -2.61
Br 2.73 -17.37 -13.04
C 1.27 -17.93 -11.93
C 1.54 -18.85 -10.90
C 0.50 -19.22 -10.08
C -0.83 -18.82 -10.20
C -1.00 -17.88 -11.23
C 0.00 -17.42 -12.11
H 2.58 -19.25 -10.85
H 0.85 -19.91 -9.30
H -1.94 -17.37 -11.43
H -0.12 -16.67 -12.86
*
```

***

3.
Below is a molecular structure, C22H17Cl2N3O8Tc, with properties calculated with ωB97M-V/def2-TZVPD.

Highest occupied orbital energy (spin up / spin down) = -8.871 / -9.158 eV
Expectation value of S² = 3.7741
Relative energy (zero: lowest compared OMol25 entry of this formula, charge and spin) = 0.00 kJ/mol
HOMO-LUMO gap (spin up / spin down) = 0.315 / 0.290 Ha
LUMO (spin up / spin down) = -0.31 / -1.25 eV

```
! RIJCOSX wB97M-V def2-TZVPD def2/J DEFGRID3
* xyz 0 4
Tc 0.19 -0.30 0.10
O -1.78 -3.03 -5.25
C -1.53 -2.38 -4.09
C -1.80 -1.03 -3.92
C -1.50 -0.45 -2.70
N -0.95 -1.14 -1.71
C -0.71 -2.44 -1.88
C -0.98 -3.11 -3.04
C -0.14 -3.11 -0.65
O 0.02 -4.30 -0.59
O 0.09 -2.27 0.34
C -1.81 1.00 -2.37
O -2.19 1.75 -3.25
O -1.63 1.26 -1.13
H -2.14 -2.41 -5.90
H -2.24 -0.41 -4.69
H -0.77 -4.17 -3.13
C -3.65 -0.23 2.16
C -3.29 -0.38 3.49
C -1.95 -0.45 3.83
C -0.99 -0.36 2.83
N -1.36 -0.21 1.54
C -2.66 -0.15 1.21
C 0.46 -0.43 3.03
C 1.07 -0.51 4.28
C 2.45 -0.57 4.36
C 3.22 -0.55 3.20
C 2.62 -0.46 1.96
C 1.23 -0.40 1.87
H -4.69 -0.17 1.86
H -4.04 -0.45 4.26
H -1.64 -0.57 4.85
H -2.87 0.00 0.16
H 0.48 -0.52 5.19
H 2.93 -0.63 5.33
H 4.30 -0.60 3.27
H 3.22 -0.45 1.06
C 1.71 3.87 0.58
C 0.63 2.95 0.12
N -0.44 3.46 -0.46
O 0.75 1.72 0.33
H 1.33 4.51 1.37
H 2.05 4.51 -0.25
H 2.55 3.29 0.95
H -0.47 4.44 -0.66
H -1.14 2.79 -0.83
Cl 3.71 1.85 -1.54
C 2.73 0.95 -2.71
Cl 1.22 1.81 -3.08
C 2.44 -0.46 -2.18
O 2.92 -1.40 -2.77
O 1.73 -0.52 -1.10
H 3.30 0.87 -3.63
*
```

***

4.
Below is C4H12N2S in the gas phase at a distorted geometry, with properties calculated with ωB97M-V/def2-TZVPD.

Highest occupied orbital energy = -8.404 eV
Relative energy (zero: lowest compared OMol25 entry of this formula, charge and spin) = 172.89 kJ/mol
HOMO-LUMO gap = 0.341 Ha
LUMO = 0.89 eV

```
! RIJCOSX wB97M-V def2-TZVPD def2/J DEFGRID3
* xyz 0 1
C 0.12 1.88 -1.45
N 0.73 1.35 -0.23
C 0.32 0.03 0.27
C -0.64 0.20 1.50
S -0.36 -1.18 2.86
C -0.22 -0.97 -0.76
N -0.31 -2.30 -0.16
H 0.31 3.00 -1.68
H 0.37 1.45 -2.47
H -0.93 1.91 -1.32
H 1.77 1.30 -0.48
H 1.35 -0.37 0.65
H -0.28 1.11 1.98
H -1.76 0.00 1.22
H 0.56 -0.46 3.41
H 0.34 -0.97 -1.66
H -1.09 -0.45 -1.12
H 0.60 -2.61 0.12
H -0.88 -2.94 -0.68
*
```